Molecular formula: C3H14O4
Method: DFT, ωB97M-V/def2-TZVPD

Computed properties:
2S+1: 2
Relative energy (zero: lowest compared OMol25 entry of this formula, charge and spin), kcal per mole: 18.6
Net charge: -1
M, g/mol: 114.14
E, eV: -11526.2775
Expectation value of S²: 0.751
Kohn-Sham gap (alpha / beta), eV: 2.938 / 10.283
Highest occupied orbital energy (alpha / beta), eV: 0.71 / -6.92

Each atom is followed by the atoms it is bonded to, with distances in Å.
Geometry (Å):
1 C 0.7455 -0.6176 2.2846  C2 1.499, H4 1.160, H5 1.108, H6 1.069
2 C 1.0231 0.8177 1.9524  C1 1.499, C3 1.325, H7 1.101
3 C 0.0882 1.7487 2.0720  C2 1.325, H8 1.084, H9 1.075
4 H -0.3631 -0.7460 1.9695  C1 1.160
5 H 1.3837 -1.2865 1.6741  C1 1.108
6 H 0.7936 -0.9606 3.2964  C1 1.069
7 H 2.0924 1.0352 1.8047  C2 1.101
8 H 0.2470 2.8201 2.0255  C3 1.084
9 H -0.9507 1.4723 2.0938  C3 1.075
10 H 2.1952 -0.6296 -1.4405  O12 0.969
11 H 3.7229 -0.6716 -1.2168  O12 0.970
12 O 2.9236 -1.2214 -1.1994  H10 0.969, H11 0.970
13 H -1.8854 -0.1431 -0.8539  O15 0.971
14 H -2.4677 0.6633 0.3787  O15 0.968
15 O -2.6749 0.2911 -0.4907  H13 0.971, H14 0.968
16 H 0.6491 -2.5412 -1.2108  O18 0.972
17 H 0.0641 -1.9077 -2.4758  O18 0.973
18 O 0.2999 -1.7016 -1.5547  H16 0.972, H17 0.973
19 H -3.3613 0.9698 -3.0976  O21 0.965
20 H -1.9628 1.1645 -2.6530  O21 0.967
21 O -2.5625 1.4443 -3.3581  H19 0.965, H20 0.967